This record from the OMol25 dataset describes a molecular structure, C18H83IN4O28S in a non-equilibrium geometry. The level of theory is ωB97M-V with the def2-TZVPD basis set.

- Kohn-Sham gap: 7.312 eV
- Electronic energy: -102235.45523 eV
- Lowest unoccupied orbital energy: -1.374 eV

```
! RIJCOSX wB97M-V def2-TZVPD def2/J DEFGRID3
* xyz 0 1
C -2.059 -5.397 0.633
C -0.586 -4.903 0.290
N -0.453 -3.401 0.205
C -0.052 -3.112 -1.166
C -1.149 -2.919 -2.266
I -3.265 -3.051 -1.804
C -0.689 -2.645 -3.626
C -1.692 -2.385 -4.852
N -2.693 -1.334 -4.570
C -2.089 0.008 -4.430
C 0.792 -2.571 -3.993
N 1.365 -2.337 -5.237
S 3.019 -2.380 -4.928
N 3.176 -2.679 -3.272
C 1.844 -2.759 -2.904
C 1.379 -3.012 -1.473
C 2.521 -3.161 -0.387
C 3.320 -1.761 -0.278
C 2.423 -0.493 -0.498
C 3.191 0.875 -0.132
C 2.808 1.388 1.327
C 1.324 1.927 1.273
C 0.909 2.293 2.781
O -0.166 1.405 3.172
C -1.321 2.194 3.579
H -2.698 -4.588 1.090
H -2.075 -6.311 1.296
H -2.579 -5.713 -0.322
H -0.326 -5.376 -0.708
H 0.149 -5.354 1.026
H -1.368 -2.985 0.397
H -2.277 -3.340 -5.030
H -1.111 -2.109 -5.787
H -3.392 -1.263 -5.314
H -2.089 0.635 -5.366
H -2.730 0.575 -3.680
H -1.049 0.012 -4.010
H 2.107 -3.356 0.646
H 3.258 -3.969 -0.629
H 3.750 -1.674 0.766
H 4.192 -1.838 -0.988
H 2.086 -0.351 -1.572
H 1.473 -0.596 0.107
H 2.809 1.656 -0.864
H 4.301 0.799 -0.321
H 2.863 0.502 2.030
H 3.527 2.213 1.624
H 1.213 2.801 0.577
H 0.585 1.144 0.935
H 1.796 2.088 3.462
H 0.603 3.370 2.783
H -2.248 1.550 3.689
H -1.064 2.588 4.609
H -1.541 3.023 2.857
O 2.395 -6.010 -1.739
H 3.298 -5.849 -2.047
H 1.961 -5.153 -1.838
O -0.437 4.321 1.191
H -1.390 4.273 1.040
H -0.262 5.270 1.271
O -4.183 2.535 2.037
H -4.112 1.785 2.643
H -4.987 2.356 1.538
O 2.213 5.667 1.828
H 1.507 5.011 1.830
H 2.677 5.514 2.660
O -6.607 -3.234 -0.666
H -5.719 -3.190 -1.043
H -6.651 -2.468 -0.078
O 1.634 4.064 -1.792
H 2.529 4.095 -2.161
H 1.602 4.827 -1.200
O 3.346 4.430 -3.933
H 4.121 4.617 -4.479
H 2.634 4.924 -4.360
O 1.456 -0.029 5.244
H 2.236 0.151 4.707
H 0.752 0.476 4.811
O -0.777 4.682 5.463
H -1.620 4.637 5.937
H -0.127 4.845 6.157
O 5.514 4.812 -2.114
H 5.589 4.075 -1.497
H 4.706 4.621 -2.612
O -1.463 -1.691 4.546
H -0.771 -2.257 4.909
H -1.077 -0.808 4.570
O -3.883 -0.024 4.233
H -4.589 -0.682 4.228
H -3.420 -0.188 5.064
O 1.170 8.864 2.163
H 1.030 9.085 1.236
H 1.751 8.093 2.134
O -1.451 -5.691 -4.980
H -0.563 -5.645 -5.356
H -1.496 -4.923 -4.395
O 8.388 5.433 -3.526
H 7.548 5.389 -3.048
H 9.039 5.611 -2.839
O 4.812 -5.320 -4.910
H 5.710 -5.157 -5.223
H 4.367 -4.467 -5.020
O 4.346 -8.509 -2.663
H 3.412 -8.297 -2.526
H 4.530 -8.191 -3.556
O -6.357 2.306 3.890
H -5.662 1.740 4.251
H -5.972 3.189 3.913
O -0.818 -8.241 -3.007
H -0.230 -8.780 -3.547
H -0.898 -7.414 -3.501
O -8.260 -2.628 -3.034
H -8.950 -3.300 -3.013
H -7.777 -2.761 -2.204
O -2.583 6.098 6.803
H -3.539 6.048 6.650
H -2.408 7.042 6.891
O -5.006 5.226 5.577
H -5.940 5.442 5.689
H -4.795 5.547 4.691
O 0.801 2.592 7.365
H 0.662 2.829 6.439
H 1.379 1.821 7.324
O -7.885 -2.797 2.137
H -7.788 -3.527 2.758
H -8.693 -3.006 1.655
O 0.763 2.369 -4.021
H 1.651 2.400 -4.394
H 0.724 3.139 -3.435
O 0.281 7.449 -0.375
H -0.652 7.666 -0.263
H 0.487 7.758 -1.266
O 5.630 -6.069 -1.845
H 5.312 -6.978 -1.966
H 5.815 -5.765 -2.742
*
```

These are the Löwdin partial charges, in e, on atoms 1 to 8: number 1, C, carries -0.135; number 2, C, carries -0.240; number 3, N, carries -0.028; number 4, C, carries -0.211; number 5, C, carries -0.447; number 6, I, carries 1.066; number 7, C, carries -0.181; number 8, C, carries -0.225

This record from the OMol25 dataset describes a molecular structure, C19H11AlF9N6O8S2. The level of theory is ωB97M-V with the def2-TZVPD basis set.

- Kohn-Sham gap: 7.937 eV
- Electronic energy: -97919.13294 eV
- ΔE to the lowest compared entry with this formula, charge and spin: 0.0 kJ/mol
- Lowest unoccupied orbital energy: -4.905 eV

```
! RIJCOSX wB97M-V def2-TZVPD def2/J DEFGRID3
* xyz 1 1
Al 0.142 0.492 0.069
N -0.805 6.633 -3.780
C -0.600 5.659 -3.207
C -0.368 4.438 -2.480
C -0.695 3.213 -3.053
C -0.478 2.069 -2.319
N 0.018 2.104 -1.072
C 0.347 3.287 -0.526
C 0.179 4.474 -1.203
H -1.098 3.158 -4.053
H -0.692 1.092 -2.731
H 0.756 3.263 0.476
H 0.462 5.410 -0.743
F 3.494 -1.371 0.819
C 3.141 -0.879 2.020
F 4.194 -0.935 2.820
F 2.190 -1.683 2.498
C 2.592 0.570 1.855
O 1.425 0.505 1.175
C 3.604 1.444 1.048
F 4.825 1.424 1.559
F 3.175 2.716 1.015
F 3.664 1.026 -0.219
C 2.317 1.214 3.250
F 1.596 2.331 3.094
F 1.605 0.388 4.013
F 3.439 1.525 3.888
O 2.805 -6.096 -0.954
N 1.746 -6.039 -0.372
O 1.192 -6.951 0.199
C 1.069 -4.728 -0.343
C 1.656 -3.659 -0.956
C 1.014 -2.428 -0.892
C -0.218 -2.226 -0.220
O -0.766 -1.056 -0.071
C -0.795 -3.401 0.319
C -0.155 -4.615 0.294
N -2.122 -3.379 0.958
O -2.914 -2.512 0.621
O -2.336 -4.201 1.812
N 1.636 -1.343 -1.603
O 1.206 -0.166 -1.433
O 2.523 -1.551 -2.368
H 2.598 -3.767 -1.474
H -0.608 -5.478 0.761
S -1.400 1.426 1.609
C -2.897 1.302 0.799
N -3.316 0.250 0.147
C -4.628 0.328 -0.499
C -5.345 1.534 0.115
S -4.032 2.597 0.811
H -2.758 -0.603 0.122
H -5.173 -0.595 -0.314
H -4.498 0.440 -1.576
H -6.012 1.251 0.924
H -5.902 2.100 -0.626
*
```

These are the Löwdin partial charges, in e, on atoms 1 to 8: number 1, Al, carries -0.137; number 2, N, carries 0.212; number 3, C, carries -0.142; number 4, C, carries -0.174; number 5, C, carries 0.037; number 6, C, carries -0.044; number 7, N, carries 0.031; number 8, C, carries -0.056

This record from the OMol25 dataset describes a molecular structure, C19H11AuN6O14 in a non-equilibrium geometry. The level of theory is ωB97M-V with the def2-TZVPD basis set.

- Kohn-Sham gap: 6.128 eV
- Electronic energy: -61168.89267 eV
- Lowest unoccupied orbital energy: 3.331 eV

```
! RIJCOSX wB97M-V def2-TZVPD def2/J DEFGRID3
* xyz -2 1
Au -0.719 0.433 0.557
O -0.250 -1.810 3.985
C -0.485 -1.555 2.810
O -0.046 -0.495 2.247
C -1.317 -2.568 2.039
C -2.005 -3.459 2.813
C -2.762 -4.505 2.254
C -2.793 -4.654 0.871
C -2.089 -3.787 0.064
C -1.330 -2.664 0.593
O -0.732 -1.876 -0.168
N -2.125 -4.026 -1.338
O -3.014 -4.755 -1.766
O -1.262 -3.554 -2.053
N -3.447 -5.408 3.078
O -4.090 -6.320 2.557
O -3.384 -5.264 4.296
H -1.950 -3.366 3.890
H -3.348 -5.468 0.425
N 2.331 -0.119 -1.094
C 3.085 -1.081 -0.448
C 2.514 -2.305 -0.094
C 3.277 -3.268 0.532
C 4.623 -3.045 0.790
C 5.202 -1.842 0.425
C 4.441 -0.867 -0.192
H 2.612 0.834 -0.913
H 1.331 -0.251 -0.998
H 1.464 -2.460 -0.285
H 2.811 -4.190 0.853
H 5.211 -3.798 1.299
H 6.248 -1.652 0.644
H 4.891 0.079 -0.467
O -5.079 1.195 -5.593
N -4.325 2.126 -5.350
O -4.278 3.145 -6.029
C -3.485 2.040 -4.217
C -2.632 3.094 -3.902
C -1.870 3.055 -2.757
C -1.901 1.948 -1.827
O -1.105 1.917 -0.866
C -2.868 0.921 -2.169
C -3.592 0.959 -3.336
N -3.127 -0.137 -1.255
O -3.479 -1.224 -1.684
O -3.003 0.118 -0.049
N -1.074 4.199 -2.461
O -0.774 4.430 -1.307
O -0.756 4.925 -3.395
H -2.589 3.967 -4.534
H -4.296 0.164 -3.537
*
```

These are the Löwdin partial charges, in e, on atoms 1 to 8: number 1, Au, carries 0.891; number 2, O, carries 0.005; number 3, C, carries -0.623; number 4, O, carries -0.193; number 5, C, carries -0.045; number 6, C, carries 0.057; number 7, C, carries -0.175; number 8, C, carries 0.076

This record from the OMol25 dataset describes a single C19H11NO2 molecule in a non-equilibrium geometry. The level of theory is ωB97M-V with the def2-TZVPD basis set.

- SMILES string: O=c1oc2c([nH]c3ccc4ccccc4c32)c2ccccc12
- Kohn-Sham gap: 7.747 eV
- Electronic energy: -25466.97091 eV
- ΔE to the lowest compared entry with this formula, charge and spin: 0.0 kJ/mol
- Lowest unoccupied orbital energy: 0.073 eV

```
! RIJCOSX wB97M-V def2-TZVPD def2/J DEFGRID3
* xyz 0 1
O 0.205 2.495 -3.115
O 0.574 1.285 -1.214
C -0.186 1.715 -2.290
C 0.028 0.301 -0.408
C -1.233 -0.242 -0.562
C -3.810 1.431 -3.531
C -4.302 0.469 -2.635
C -2.473 1.858 -3.422
C -3.441 -0.085 -1.655
C 4.461 -0.214 2.549
C -0.104 -1.861 2.504
C 4.236 0.345 1.248
C -1.635 1.308 -2.438
C -2.127 0.318 -1.574
C -0.327 -1.152 1.314
C 3.426 -0.936 3.154
C 1.149 -1.767 3.135
C 2.991 0.217 0.605
C 0.657 -0.383 0.756
C 2.170 -1.042 2.562
C 1.938 -0.367 1.292
N -1.432 -1.167 0.511
H -4.555 1.873 -4.208
H -5.339 0.147 -2.672
H -2.083 2.629 -4.079
H -3.793 -0.798 -0.912
H 5.438 -0.100 3.002
H -0.957 -2.377 2.933
H 5.046 0.841 0.691
H 3.547 -1.408 4.109
H 1.354 -2.340 4.025
H 2.886 0.664 -0.391
H -2.309 -1.657 0.717
*
```

These are the Löwdin partial charges, in e, on atoms 1 to 8: number 1, O, carries 0.123; number 2, O, carries 0.125; number 3, C, carries -0.360; number 4, C, carries -0.077; number 5, C, carries -0.088; number 6, C, carries -0.067; number 7, C, carries -0.058; number 8, C, carries 0.007